w | 8
Properties=species:S:1:pos:R:3 method="wB97M-V/def2-TZVPD" smiles=Cl[C@@]1(Br)CN1 gap_ev=10.31
C -0.77322 -0.10492 0.47374
C 0.68251 0.30539 -0.09376
N -0.45976 0.10642 -0.95145
Cl 1.28086 1.92574 0.16376
Br 1.95303 -1.08156 0.06429
H -0.79552 -1.13635 0.96177
H -1.37063 0.77967 0.80140
H -0.51727 -0.79439 -1.41974


x | 8
Properties=species:S:1:pos:R:3 method="wB97M-V/def2-TZVPD" gap_ev=9.95
C 0.90735 0.08401 -0.07079
C -0.89002 0.18306 -0.06219
N 1.62252 -0.62072 0.55753
Cl -0.86124 0.08132 -1.83370
Br -2.18296 1.45484 0.71553
H -1.08685 -0.88402 0.31739
H 1.09247 0.62676 -1.09341
H 1.39874 -0.92526 1.46965


y | 8
Properties=species:S:1:pos:R:3 method="wB97M-V/def2-TZVPD" gap_ev=8.61
C 0.39187 -0.10361 -1.50603
C -0.52443 0.95468 1.43365
N 0.07124 -0.33108 -0.31506
Cl 0.88906 0.82227 2.31819
Br -1.85157 -0.23883 2.44379
H 0.94353 0.88082 -1.77972
H 0.32796 -0.72229 -2.39888
H -0.24767 -1.26196 -0.19595


Which of them is the least stable? Correct choice: y.


w | 19
Properties=species:S:1:pos:R:3 method="wB97M-V/def2-TZVPD" total_charge=-1 gap_ev=5.35
C -0.56734 -0.17510 2.87164
O -1.52961 -0.62687 3.65632
C -0.89705 -0.51830 1.40474
C 0.30449 -0.13005 0.49338
C 0.23978 -0.03152 -1.00780
C -0.01988 1.14907 -1.63113
N 0.49776 1.51759 -2.90556
N 0.69958 -1.20728 -1.80799
H 0.39095 -0.62538 3.21997
H -0.48499 0.90879 2.97987
H -1.78549 -0.03354 1.04628
H -1.14243 -1.50606 1.34394
H 0.97693 -1.02655 0.65395
H 0.83755 0.86193 0.83811
H -0.63949 1.84454 -1.02855
H -0.06453 2.21565 -3.40965
H 0.83743 0.78775 -3.46380
H 1.76802 -1.26843 -1.95492
H 0.57834 -2.13625 -1.29881


x | 19
Properties=species:S:1:pos:R:3 method="wB97M-V/def2-TZVPD" total_charge=-1 gap_ev=4.79
C -2.34599 -1.04836 0.05446
O -3.56919 -0.73062 -0.39626
C -1.28909 0.03576 0.60212
C 0.11268 -0.61328 0.47315
C 1.46310 -0.05854 0.85457
C 2.35199 0.11561 -0.37953
N 2.88944 1.29675 -1.22376
N -1.32029 1.26944 -0.21219
H -2.31854 -1.71408 0.86131
H -1.84893 -1.42632 -0.94239
H -1.31573 0.30321 1.70788
H -0.25081 -1.58896 0.96605
H 0.15746 -0.75206 -0.66543
H 1.64056 0.47023 1.75754
H 2.52988 -0.77279 -1.01004
H 3.28868 0.57303 -0.18658
H 2.45834 2.07002 -0.71371
H -2.15973 1.12875 -0.84413
H -0.47381 1.44222 -0.70306


y | 19
Properties=species:S:1:pos:R:3 method="wB97M-V/def2-TZVPD" total_charge=-1 gap_ev=5.53
C -2.76973 0.09722 0.42087
O -3.78415 -0.59955 0.91155
C -1.50863 -0.81388 0.05330
C -0.45003 -0.07943 -0.70524
C 0.93803 -0.25024 -0.36586
C 1.85398 0.67743 -0.74335
N 3.11450 0.81122 -0.11792
N 1.35083 -1.36498 0.41258
H -2.40259 0.89489 1.10664
H -3.03239 0.55660 -0.57833
H -1.93260 -1.61985 -0.53556
H -1.09508 -1.13829 1.01138
H -0.97252 2.09211 -0.87755
H -0.83985 1.15308 -0.79941
H 1.58275 1.45439 -1.44236
H 3.91758 0.37363 -0.55300
H 3.23032 0.73507 0.88265
H 0.63531 -1.82357 0.94946
H 2.16428 -1.15584 0.97015


Which of them is the least stable? Correct choice: x.


w | 22
Properties=species:S:1:pos:R:3 method="wB97M-V/def2-TZVPD" gap_ev=4.92
C -1.47349 1.82702 -0.52957
C -0.11513 1.28219 -0.04766
C 0.51981 2.03332 1.02075
C 0.75648 0.77280 -1.20368
C 0.06467 -0.32020 -0.45441
C 0.89690 -1.47741 -0.20366
C 0.34219 -2.83587 -0.25608
H -2.15870 1.84587 0.32242
H -1.80872 1.24404 -1.39621
H -1.40308 2.88215 -0.85570
H 0.75646 1.72220 2.03777
H 0.96508 2.95025 0.67451
H 0.39660 0.80514 -2.24434
H 1.82376 0.81902 -1.04178
H -1.00227 -0.59519 -0.62348
H 1.90964 -1.16258 0.04394
H 0.10666 -3.26355 -1.28293
H 1.04581 -3.54738 0.20615
H -0.71224 -2.82112 0.05664
H 0.06252 -1.10800 1.32240
H -0.44713 -0.05632 2.32585
O -0.52582 -0.99638 2.12907


x | 22
Properties=species:S:1:pos:R:3 method="wB97M-V/def2-TZVPD" smiles="C=C(CC)CCCO" gap_ev=10.24
C 0.58427 -2.19267 1.68006
O -0.83352 -1.80317 1.81898
C 1.43877 -0.91397 1.31651
C 0.65858 0.31836 0.86584
C 0.09657 0.39930 -0.59705
C 0.86115 -0.03498 -1.58540
C -1.19750 1.13776 -0.58569
C -1.55469 1.81871 -1.91143
H 0.71442 -2.84904 2.57145
H 0.66155 -2.94089 1.05760
H -0.96434 -1.21551 0.92173
H 1.97362 -0.59381 2.25464
H 2.20161 -1.18662 0.57525
H -0.00961 0.86486 1.63750
H 1.14685 1.21508 0.90458
H 0.62117 0.39137 -2.64778
H 1.65361 -0.76815 -1.63951
H -2.06380 0.40732 -0.14350
H -1.26585 2.01618 0.21685
H -2.47068 2.42383 -1.85312
H -1.58986 1.07454 -2.68803
H -0.66233 2.43150 -2.16948


y | 22
Properties=species:S:1:pos:R:3 method="wB97M-V/def2-TZVPD" smiles="C=C/C=C(/C)CC.O" gap_ev=9.07
C 1.79963 2.17659 -0.12100
C 0.29629 2.13009 -0.48297
C -0.22088 0.72076 -0.54864
C -0.87662 0.08376 0.42402
C -0.85788 0.61265 1.80414
C -0.90056 -0.11259 2.91816
C 0.11519 0.02810 -1.85304
H 2.05573 1.43712 0.62165
H 1.99472 3.16015 0.31292
H 2.44270 2.20043 -0.99835
H -0.21214 2.66879 0.30435
H 0.04349 2.70107 -1.37694
H -1.33193 -0.89210 0.35605
H -0.68364 1.67466 1.89960
H -0.68003 0.40468 3.84782
H -1.04162 -1.17869 3.02641
H -0.43376 -0.88803 -2.06379
H 1.17444 -0.21989 -1.73671
H -0.01149 0.69987 -2.70365
H -1.60916 -5.51594 -1.39019
H -0.10513 -5.84605 -1.31846
O -0.95731 -6.04543 -0.92136


Which of them is the least stable? Correct choice: w.


w | 13
Properties=species:S:1:pos:R:3 method="wB97M-V/def2-TZVPD" smiles=NCO.C gap_ev=10.84
C 1.05599 -3.20142 -2.09984
H 0.34070 -2.78838 -1.38972
H 1.94226 -3.39267 -1.49441
H 1.26095 -2.57217 -2.94685
H 0.67557 -4.19475 -2.33749
N 0.31787 2.51707 0.81905
C -0.55347 1.71846 1.62563
O -1.89086 1.84398 1.04837
H 0.11414 2.33791 -0.16398
H 0.15874 3.48629 1.05909
H -0.32281 0.65747 1.53101
H -0.52312 1.98727 2.67846
H -2.57595 1.60095 1.67068


x | 13
Properties=species:S:1:pos:R:3 method="wB97M-V/def2-TZVPD" smiles=NCO.C gap_ev=10.43
C 2.29312 4.14093 4.00576
H 2.87261 3.40634 4.61974
H 2.63549 5.11501 4.05125
H 1.25223 4.14250 4.17402
H 2.46124 3.72944 2.98421
N -1.68298 -2.41372 -1.53128
C -0.89835 -2.81513 -2.65273
O -1.81349 -2.71112 -3.80964
H -1.06778 -2.05753 -0.80031
H -2.50880 -1.73300 -1.72771
H -0.32717 -1.81377 -3.08671
H -0.51104 -3.83534 -2.65452
H -2.70506 -3.15461 -3.57207


y | 13
Properties=species:S:1:pos:R:3 method="wB97M-V/def2-TZVPD" smiles=COC.N gap_ev=10.55
C 0.64296 0.10461 -1.23424
N 1.17445 -0.66853 2.08685
H 0.55327 -0.15284 -2.29363
H 0.76894 -0.80985 -0.65177
H 1.49686 0.77839 -1.21207
H 1.50893 -1.60946 2.07458
H 1.61132 -0.02542 2.71939
H 0.83478 -0.22053 1.25927
C -1.58817 0.10532 -0.35241
O -0.48328 0.84056 -0.81313
H -2.47009 0.33267 -0.95986
H -1.77205 0.32172 0.70841
H -1.43922 -0.97514 -0.47953


z | 13
Properties=species:S:1:pos:R:3 method="wB97M-V/def2-TZVPD" smiles=CCN.O gap_ev=10.26
N -0.28347 -0.09144 -1.18767
C -0.88268 1.83237 0.00964
C 0.31438 1.00216 -0.40169
H 0.50578 -0.67840 -1.47965
H -0.64326 0.34732 -2.04248
H -0.61036 2.62556 0.72609
H -1.66283 1.19954 0.46517
H -1.29746 2.30436 -0.89689
H 1.16891 1.43643 -0.95541
H 0.72100 0.46085 0.47415
O 1.08448 -3.23001 1.51631
H 0.60765 -3.00476 2.34705
H 0.97785 -4.20398 1.42539


Which of them is the least stable? Correct choice: x.


w | 13
Properties=species:S:1:pos:R:3 method="wB97M-V/def2-TZVPD" smiles=CCN.O gap_ev=10.57
N -0.51289 0.44435 0.13276
C 1.45403 -0.00573 1.48867
C 0.01205 0.26410 1.46062
H -1.42577 0.86805 0.33226
H -0.70324 -0.52611 -0.14046
H 1.99354 0.88435 1.12357
H 1.66540 -0.84852 0.80922
H 1.83330 -0.25971 2.49280
H -0.58331 -0.54793 1.92063
H -0.16598 1.18581 2.04731
O -1.01010 -0.61851 -4.22290
H -1.91619 -0.24538 -4.13336
H -0.64085 -0.59477 -3.31111


x | 13
Properties=species:S:1:pos:R:3 method="wB97M-V/def2-TZVPD" smiles=COC.N gap_ev=10.40
C 0.46432 -1.44963 0.72024
N -2.18171 1.33298 -0.14144
H 0.36578 -2.10653 -0.15183
H 1.40609 -1.69397 1.23818
H -0.38901 -1.64116 1.36643
H -1.24743 0.96732 -0.24586
H -2.30154 2.21029 0.33045
H -2.59470 1.29848 -1.06187
C 1.38971 0.07885 -0.78764
O 0.54264 -0.08889 0.34786
H 0.99181 0.89130 -1.38320
H 2.42079 0.25014 -0.48727
H 1.50437 -0.87747 -1.31326


y | 13
Properties=species:S:1:pos:R:3 method="wB97M-V/def2-TZVPD" smiles=[H][H].C1CO1.N gap_ev=11.52
N -2.54824 4.85197 -0.57752
H -3.35573 4.24946 -0.50240
H 0.69461 4.99612 -0.34278
H -1.76797 4.30154 -0.93093
H -2.37187 4.97582 0.41645
C 1.86213 -4.01559 0.83938
O 0.51683 -3.73171 1.26821
C 0.72506 -4.13677 -0.06021
H 2.46443 -3.11539 0.75951
H 2.28873 -4.81379 1.43129
H 0.57176 -3.29591 -0.73849
H 0.45240 -5.06386 -0.55764
H 0.46789 4.79810 -1.00486


Which of them is the least stable? Correct choice: y.


w | 17
Properties=species:S:1:pos:R:3 method="wB97M-V/def2-TZVPD" gap_ev=9.01
C 0.06257 1.94825 -0.07018
C 1.56750 -0.51772 -0.54117
N -0.49133 0.67264 0.35214
C -1.24337 -0.59674 -1.06638
C 0.26435 -0.58902 0.21793
C 0.17221 -1.45353 1.28906
N -2.39040 -0.94024 -1.12406
H -0.97517 0.70826 1.24542
H -3.25468 -0.67279 -0.68729
H 0.93776 2.23473 0.52303
H 0.34766 1.88634 -1.11954
H -0.70348 2.71590 0.03130
H 1.40285 -0.15889 -1.55685
H 1.99576 -1.51476 -0.61160
H 2.27858 0.13433 -0.03717
H -0.74083 -1.50560 1.86491
H 0.76999 -2.35117 1.29045


x | 17
Properties=species:S:1:pos:R:3 method="wB97M-V/def2-TZVPD" gap_ev=9.82
C 1.49844 -0.97030 -0.55134
C -1.48318 1.59091 -0.35383
C 1.03159 -0.83718 0.90798
C -0.30977 2.19833 -0.22619
N 0.11985 -1.20402 -0.92281
C -0.40704 -1.00635 0.32500
N -1.54492 -1.32319 0.77056
H -0.34755 -1.37335 -1.79912
H -1.60495 -1.34289 1.78216
H 2.15827 -1.80956 -0.74956
H 1.92473 -0.05441 -0.97758
H -2.11640 1.39007 0.50329
H -1.91048 1.40031 -1.32686
H 1.33835 -1.64981 1.56271
H 1.23837 0.11412 1.39015
H 0.10825 2.44565 0.74269
H 0.30644 2.43166 -1.07725


y | 17
Properties=species:S:1:pos:R:3 method="wB97M-V/def2-TZVPD" smiles=C[C@H]1N[C@H]1[C@H]1CN1 gap_ev=10.46
C -2.05469 -0.24245 -0.05148
C -1.07440 -0.32275 -1.19868
N -0.18534 0.80162 -1.51182
C 0.39166 -0.43669 -0.99492
C 1.04460 -0.52520 0.35703
C 2.12889 0.42369 0.70245
N 0.85605 0.45362 1.42142
H -2.82680 0.50832 -0.25795
H -1.56834 0.00909 0.89597
H -2.55859 -1.20525 0.08448
H -1.48310 -0.78422 -2.09792
H -0.25100 1.50861 -0.77999
H 0.95974 -0.98402 -1.74822
H 1.12316 -1.54596 0.73050
H 2.98933 0.10372 1.28473
H 2.32886 1.21740 -0.01654
H 0.29516 1.24541 1.11694


Which of them is the least stable? Correct choice: w.